(1)
C72H167N11NiO26 | ωB97M-V/def2-TZVPD

Geometry (Å):
H 8.04 -5.10 2.23
H 2.06 -4.12 -12.16
H 4.00 -9.36 7.99
H -13.40 -5.22 3.40
C 6.07 -4.85 -2.47
O 4.45 -7.65 9.05
H 5.05 -4.86 10.90
H 5.61 -0.37 -2.72
H 4.54 0.14 -7.84
H -7.20 -4.41 -3.07
H 2.21 8.56 11.30
H 0.13 8.41 8.91
H -11.84 -5.30 1.50
C 0.35 -0.19 2.05
O -0.18 9.72 -7.68
O 2.86 -9.05 2.29
C 9.06 3.25 -10.53
H 4.12 -7.00 -13.81
C 2.43 8.92 10.29
C -6.73 4.81 -14.10
H 7.14 1.31 -3.16
O 8.88 2.28 7.01
H 5.84 -5.47 -1.60
C -12.70 -5.26 0.83
N -5.25 4.66 -12.20
H -2.16 -0.89 -0.39
H 1.84 -5.89 -14.48
H -0.17 -1.31 9.34
H -5.79 3.81 -12.17
H -3.92 4.89 -9.19
H -8.56 -4.22 -4.17
C -9.17 -4.53 -1.61
H 1.20 -4.24 -7.70
N 6.10 1.61 -8.03
C 4.47 -6.06 3.81
H -17.38 -3.45 10.59
C -7.93 2.95 -14.94
O -4.83 3.05 -9.76
C 9.58 3.38 6.25
C 7.45 2.51 7.20
H 7.07 0.21 -0.39
C -13.38 -2.24 10.14
O -2.37 1.61 3.49
C 2.14 7.20 6.24
O 0.35 -1.68 0.21
C -15.34 -3.27 11.06
C -12.46 -5.97 -0.57
H 9.45 1.12 -3.87
H 2.86 -9.08 9.25
H -9.67 -6.03 -0.33
H 9.50 1.49 13.50
N 0.73 10.88 -4.28
C 9.67 1.68 -2.96
C 6.70 1.26 7.82
H 6.75 -5.46 -3.07
C -12.71 -1.95 8.82
H -6.83 6.12 -12.35
O 9.06 1.38 11.47
H 1.93 6.30 4.38
C 2.38 -4.95 -14.56
O -16.82 -4.86 12.08
H 2.46 8.20 6.55
H 5.67 1.52 8.07
H 7.73 -3.31 2.29
H 5.51 -5.87 -14.18
H 0.58 9.04 -5.32
C 2.30 -8.23 3.26
C 7.02 1.48 10.20
H 7.41 -0.90 -3.75
H -8.50 2.09 -14.59
H 6.16 -5.35 4.61
C 3.78 2.07 -7.10
H 9.19 3.47 5.24
H 4.52 -9.56 9.66
H 10.03 2.76 -10.42
H 4.10 9.20 3.88
H 3.11 -3.55 11.18
O -3.57 0.49 0.91
O 0.93 -3.60 -9.70
O 0.68 -2.83 10.40
H -6.10 5.35 -10.45
H 10.73 1.59 -2.73
C 2.80 -4.04 10.26
H 5.65 -5.30 9.41
H 6.97 2.75 6.25
H 2.75 1.77 -7.28
H 0.62 7.12 9.99
H 4.32 -3.67 9.04
H 4.42 -6.31 -15.38
Ni 4.34 -3.11 0.46
C 4.72 1.21 -8.00
H 5.55 8.40 4.46
H -0.89 9.51 -1.51
H 0.01 1.14 3.77
H 6.39 0.29 -9.73
H -0.27 11.52 -6.74
C 0.21 10.06 -5.37
C -5.13 5.23 -10.92
H -18.91 -4.77 11.91
H 1.99 -10.81 3.00
H 3.13 2.72 -3.85
H 6.60 0.45 7.09
C -18.07 -5.45 12.06
O 3.70 -4.99 -13.88
C -0.10 -3.27 -10.66
H 9.04 4.12 -9.88
H -0.87 10.05 -5.17
H -2.87 8.26 -2.32
C 0.39 -2.87 -12.03
H 8.27 -1.40 -2.31
C 2.91 -10.42 2.57
H -5.42 6.40 -13.33
H -14.73 -4.41 2.72
H -11.49 0.03 7.68
H 1.99 8.10 4.22
C 7.47 1.41 -2.13
C -1.66 -0.49 0.48
O 6.13 -4.73 2.67
H 2.80 -8.37 4.22
C -6.06 5.61 -12.93
C 2.35 -6.79 2.89
C 1.48 -3.78 -14.02
H 7.83 -4.13 3.71
H -13.41 -1.31 10.71
H 3.12 -11.03 1.69
C 7.69 0.94 11.50
H -12.79 -2.91 10.76
C 7.48 -4.29 2.69
H -18.25 -6.18 12.86
H -12.81 -4.19 0.66
H -11.27 -5.85 -2.25
H 2.06 -2.87 -14.16
C -10.85 -0.83 7.87
H 3.71 3.90 -5.06
N 7.37 0.75 8.98
C 7.29 -1.40 -2.79
H 5.94 1.40 10.35
H -0.18 -3.23 -8.00
H 9.10 3.57 -11.57
H 1.36 11.06 -6.89
C 3.91 -8.95 9.00
H 2.76 6.44 6.71
C -0.19 10.21 -9.01
H -5.90 3.96 -8.32
H 5.16 -4.87 -3.07
C -1.76 0.94 2.57
C 4.45 -6.10 -14.31
C 0.62 6.50 7.97
N 1.17 -3.97 -12.62
C 0.86 7.61 9.05
C 8.20 1.47 -9.20
H 9.41 2.70 -3.21
H -0.42 6.20 8.06
H 7.15 1.41 12.32
H -14.87 -6.17 3.10
H -4.60 2.89 -7.75
H 2.51 -4.85 -15.64
H 9.41 4.33 6.75
H 10.84 1.24 12.44
C -14.23 -5.38 2.72
H 3.97 -5.22 4.31
H 4.79 -7.24 11.14
N 3.83 -4.50 9.34
H -16.35 -4.76 9.94
C 0.60 10.15 -2.99
H 0.81 10.54 -9.28
N -11.42 -5.37 -1.37
H -13.37 -6.13 -1.16
H 6.25 2.52 -8.46
H 2.32 3.01 -5.48
H 2.27 -4.89 10.67
H -10.65 -1.45 7.00
C 6.89 -2.81 -3.13
O 1.53 -0.49 2.30
H 4.43 -6.83 4.58
H -3.33 4.13 -10.63
H -6.08 2.14 -8.39
H -0.77 -4.12 -10.80
H -2.33 6.70 -3.02
H 4.28 8.95 5.55
C -0.34 -0.90 0.84
H 10.63 3.09 6.15
H -0.53 -2.71 -12.58
H 0.30 6.37 5.96
H 7.68 -3.28 -3.72
H 3.43 9.33 10.40
C 3.25 2.93 -4.92
C -4.23 4.29 -10.05
N 6.18 -0.78 -2.00
H 9.81 -0.11 12.70
H 1.27 5.63 8.07
H 0.82 10.85 -2.19
H 7.32 2.45 -1.82
H -0.09 -4.94 -8.49
H -18.22 -6.00 11.14
O 4.00 1.93 -5.65
C 0.37 10.64 -6.73
H 1.35 9.35 -2.93
H 8.94 0.71 -9.48
O -1.04 8.29 -3.15
H 1.88 -6.19 3.67
C 4.74 -5.38 9.99
C -5.41 3.00 -8.48
H 4.26 1.38 -8.97
H -9.54 -3.65 -2.13
H -7.12 2.64 -15.60
H -0.74 -2.48 -10.27
O 8.85 1.08 -1.98
C -0.78 9.56 -2.59
C 2.41 7.22 4.71
H -10.28 -4.32 0.03
H 7.16 2.55 10.11
H 6.43 -6.70 3.40
H -7.46 5.50 -14.52
H -8.65 3.57 -15.47
C 6.55 0.45 -1.32
C 4.26 -6.88 10.26
H -15.29 -1.95 9.52
H -7.52 -5.63 -4.25
H 4.17 -7.24 2.34
H 8.37 0.82 8.87
H 1.82 9.81 10.12
C 9.80 0.97 12.59
H 6.05 -2.88 -3.83
C -2.38 0.33 1.31
N 0.75 7.00 6.61
H -9.86 -0.52 8.21
C 0.45 -3.99 -8.45
C -8.01 -4.94 -3.56
H 0.31 11.80 -4.21
H -1.82 7.20 -1.42
H 7.24 -0.09 -8.22
C -0.44 0.68 2.90
H 7.30 3.41 7.79
H 1.74 -6.60 2.01
O 7.96 2.35 -10.30
O 6.61 -3.63 -1.99
O 3.78 7.27 4.30
H 3.91 3.11 -7.41
C -0.45 -2.28 9.75
H 7.49 -0.13 11.61
H 5.69 1.07 -1.04
C 4.47 8.46 4.59
H -0.52 9.37 -9.62
O -11.41 -1.49 9.02
H 0.61 -3.69 -14.67
H 8.64 2.06 -8.41
H -15.48 -2.41 11.71
H 3.67 -10.60 3.33
H -0.94 10.97 -9.20
H -0.81 -3.01 9.02
H 2.21 -2.18 9.29
H -14.69 -3.93 11.63
C -16.57 -4.15 10.82
H -12.07 -6.97 -0.36
H -4.62 6.20 -10.92
H 3.22 -6.85 10.58
H -5.94 4.67 -14.85
H -12.69 -2.83 8.18
O -13.88 -5.80 1.42
C 5.91 -5.77 3.64
C 1.77 -3.16 9.50
H -1.59 10.21 -2.92
O -8.87 -5.45 -2.61
O 2.25 8.01 9.25
C -10.18 -5.14 -0.69
N -14.73 -2.74 9.81
O -7.41 3.62 -13.78
C -2.04 7.56 -2.42
H 0.92 -1.91 -12.01
C 6.90 0.72 -8.87
H 1.26 -8.52 3.46
H -8.30 -4.21 -1.04
H 1.47 -3.68 8.60
N 3.73 -6.36 2.57
H -1.25 -2.00 10.43
H -13.27 -1.24 8.22

Properties
Kohn-Sham gap (alpha / beta): 4.622 / 3.704 eV
Spin multiplicity: 3
Electronic energy: -6909.3234 Eh
Charge: 0
E_HOMO (alpha / beta): -0.26615 / -0.23093 hartree
LUMO level (alpha / beta): -2.62 / -2.58 eV

(2)
C72H44O26 | ωB97M-V/def2-TZVPD

Geometry (Å):
H 1.17 1.73 4.54
C 8.46 1.98 -2.49
H -9.28 -3.44 -3.32
H -5.49 -2.87 -1.77
C 2.25 -0.52 2.29
H -4.45 -2.90 2.92
C 3.05 1.10 -4.63
H 8.62 -3.70 0.94
C -0.54 2.81 -0.69
C 7.76 -6.12 3.43
C 3.02 -1.19 3.18
C -5.81 1.34 -4.31
C -7.11 -0.89 -4.00
H -7.50 -4.24 -2.15
C -4.74 0.77 -3.61
C 0.66 3.43 -0.33
C -7.38 -3.30 -2.67
C -1.83 -5.95 2.95
H -5.41 10.38 0.72
C -4.52 -2.05 2.26
C -6.28 -2.53 -2.42
H -4.86 4.51 -4.61
C 0.14 -0.63 0.85
H 5.39 -0.92 -2.30
O -3.06 -4.52 -0.17
C 4.50 0.94 -4.98
C -2.25 -4.94 0.76
H 5.77 -2.85 2.71
H -3.71 -5.29 2.24
O 3.79 1.24 1.74
O -2.44 -1.60 4.25
C -0.23 2.81 3.31
O 6.35 -6.55 5.26
O 5.86 1.98 -0.09
O -5.29 8.43 2.07
C -5.25 0.11 0.71
C -4.48 8.31 -1.48
H -0.41 -2.58 2.26
C 5.24 0.09 -4.09
H 3.90 -0.72 3.60
C -4.83 3.47 -4.34
C 6.67 -5.81 4.12
C 6.89 1.68 -0.70
C 1.69 2.79 0.45
H -5.58 1.02 0.22
O -3.38 4.86 -0.66
H -1.24 3.21 -1.40
C -6.06 -1.32 -3.13
C -3.63 2.97 -3.82
O -3.46 6.54 -2.79
C -1.84 0.49 3.34
O 0.47 -6.45 3.53
C -4.81 -0.63 -3.07
C 1.03 -1.11 1.93
H -0.07 -6.74 4.27
O -0.48 -4.64 -0.74
C -4.20 6.62 0.75
C -4.86 8.84 -0.27
H 8.27 -7.05 3.66
H 6.90 0.72 -4.84
H -1.87 3.78 2.37
C -3.65 1.62 1.92
C 0.25 1.67 3.97
H 9.59 -0.18 -0.09
O -7.76 0.73 -5.68
C 0.07 -5.27 1.46
C -8.42 -2.79 -3.36
O -5.25 10.15 -0.20
H 3.22 -2.63 4.73
C -5.98 -1.00 0.60
H 2.52 3.31 0.90
H -2.86 3.70 -3.66
C 7.39 -4.01 2.14
O -0.88 -1.25 0.50
C 3.26 -0.36 -2.59
O 7.62 0.29 1.10
C 6.38 -3.73 2.88
O 6.55 -0.08 -4.42
C 2.62 -2.28 3.91
H 5.72 -6.12 5.83
C -5.55 -2.18 1.26
C 0.40 0.77 0.37
O -4.26 2.60 1.52
H -6.24 -3.00 1.20
C -5.92 2.68 -4.59
C -6.95 0.38 -4.78
O 7.84 -3.18 1.18
C 7.96 0.92 -0.08
C -3.84 -0.84 2.49
O 8.71 2.50 -3.67
C -1.47 2.86 2.78
C -0.79 -4.93 0.40
H -2.98 4.99 -1.53
O 2.72 -0.76 -1.46
H 0.66 4.43 -0.76
H -6.97 -0.88 0.19
C -2.27 1.64 2.69
C -0.36 -5.82 2.64
C -0.66 1.54 -0.25
C 2.66 0.72 1.56
H 9.64 2.36 -3.85
H -2.71 1.39 -2.82
H 0.33 3.73 3.33
H 0.98 -3.73 4.07
H -9.19 -1.21 -4.62
C 4.71 -0.44 -2.99
C -3.91 6.95 -1.68
H 6.74 0.52 1.41
H -0.27 -0.35 4.61
C -0.64 0.54 4.11
C -3.62 1.65 -3.35
C -3.92 6.09 -0.45
H -4.14 5.85 1.50
O 4.86 1.31 -6.13
H -1.63 1.09 -0.41
H -4.51 8.91 -2.37
H -2.47 -4.30 -0.89
O 4.65 -4.48 4.48
O 10.54 0.71 -2.44
C 1.39 -2.86 3.58
C 8.22 -5.28 2.38
C 9.08 0.58 -0.67
C 2.55 0.54 -3.56
C -8.35 -1.58 -4.06
H 1.14 -5.40 1.37
C -4.28 0.22 1.73
O -2.10 -6.47 4.03
C 7.26 2.27 -1.98
C -2.68 -5.42 1.92
H 2.45 1.86 -5.10
C 1.58 1.41 0.76
C 0.55 -2.26 2.63
H 6.51 2.80 -2.53
C -2.69 -0.68 3.51
O 1.31 0.92 -3.13
O -3.82 -1.08 -2.52
O 9.15 -5.50 1.66
C 9.48 1.08 -1.92
H 1.24 0.78 -2.18
C 5.78 -4.61 3.93
C -4.76 8.06 0.99
H -6.77 2.94 -5.20

Properties
Kohn-Sham gap: 7.140 eV
Energy above the lowest of the compared OMol25 structures with the same formula, charge and spin: 0.0 kJ/mol
Electronic energy: -4726.1284 Eh
SMILES string: O=C1c2ccccc2C(=O)c2ccccc21.O=C1c2ccccc2C(=O)c2ccccc21.O=C1c2ccccc2C(=O)c2ccccc21.O=C1C=C(O)C(=O)C=C1O.O=C1C=C(O)C(=O)C=C1O.O=C1C=C(O)C(=O)C=C1O.O=C1C=C(O)C(=O)C=C1O.O=C1C=C(O)C(=O)C=C1O
Charge: 0
E_HOMO: -0.34188 hartree
LUMO level: -2.16 eV